No. 1
55
Properties=species:S:1:pos:R:3:forces:R:3 method="wB97M-V/def2-TZVPD" homo_lumo_gap_ev="5.7 / 5.7" energy_ha=-2408.42424 charge=+1 homo_energy_ha="-0.3992 / -0.3992" max_force_ha_per_bohr=0.00352 e_above_lowest_kj_mol=199.3
Ru -0.33703 -0.37524 -0.93475 -0.027 0.151 -0.096
S -2.12720 0.58180 1.80910 0.005 0.001 0.001
S -4.66264 0.69523 0.26602 0.010 0.001 0.003
O -5.16190 -0.30936 -3.58564 0.002 -0.009 -0.015
O 3.48392 -4.62451 0.36778 -0.007 -0.001 -0.001
O -1.04459 -0.79451 -2.69814 -0.022 -0.048 -0.013
O 2.85411 -0.88880 1.43400 0.021 -0.018 0.025
N -3.10148 -0.24546 -1.89656 0.013 -0.017 0.025
N -0.16991 1.69729 -1.18249 -0.014 -0.042 0.006
N -2.33995 -0.09324 -0.74078 0.031 -0.006 0.011
N 1.62337 -3.21782 -0.04806 -0.012 -0.016 -0.011
N -0.32393 -1.90784 0.13945 0.059 -0.046 0.060
N 1.28814 0.01012 0.01310 0.063 -0.054 0.082
C -4.70840 -0.89452 -5.80044 -0.004 -0.003 -0.001
C 1.24587 3.58849 -0.91924 -0.013 0.006 -0.004
C 0.97029 2.24466 -0.72449 0.015 0.015 0.007
C -0.34643 -3.26937 2.62007 0.025 0.023 -0.009
C -2.96278 0.33830 0.30199 -0.014 -0.021 -0.015
C 1.82761 -0.96773 0.81438 -0.032 0.128 -0.060
C 0.32610 4.37655 -1.58444 -0.009 -0.019 0.001
C -1.48236 -3.28148 1.72204 -0.001 -0.028 0.039
C -2.33972 -0.61359 -2.88719 -0.005 0.002 -0.011
C -1.06693 2.46262 -1.82766 -0.019 0.001 -0.019
C -4.24929 -0.67291 -4.50239 -0.013 0.014 0.011
C -1.45177 -2.60004 0.56632 0.016 0.029 -0.032
C -2.87982 -0.83390 -4.22082 0.013 -0.001 0.003
C -0.85335 3.80360 -2.04675 0.014 0.005 0.007
C -3.83071 -1.26980 -6.79353 -0.003 -0.002 0.003
C -2.00666 -1.21926 -5.25063 -0.002 -0.001 -0.003
C 2.58345 -3.91465 0.22333 0.019 0.013 0.003
C -4.79003 0.91886 2.06379 0.001 -0.001 0.005
C -2.47017 -1.43645 -6.52575 0.004 0.003 0.001
C -3.49053 1.51862 2.55948 -0.004 0.005 0.003
C 0.80789 -2.75160 2.20567 -0.058 -0.051 -0.030
C 1.89782 1.32332 0.00735 0.018 -0.030 0.000
C 0.95985 -2.24652 0.79902 -0.079 -0.009 0.039
H -2.29812 -2.55884 -0.10357 -0.015 -0.004 0.005
H -3.39880 2.56584 2.27589 0.004 -0.001 -0.001
H -5.63281 1.58272 2.25036 0.000 0.001 0.001
H 0.52287 5.42824 -1.74280 0.000 0.002 0.000
H 2.17297 4.00062 -0.54518 0.000 0.003 0.001
H -1.79013 -1.73507 -7.31061 0.000 0.000 0.000
H -1.96289 1.96803 -2.17893 0.005 0.008 0.009
H -0.44673 -3.68518 3.61310 0.002 -0.001 -0.002
H -3.39016 1.42772 3.63990 -0.003 0.000 0.000
H -4.72439 -0.20412 -2.72092 -0.001 0.003 -0.001
H -5.76406 -0.76577 -5.99583 0.000 0.000 -0.001
H 1.69899 -2.70999 2.81886 0.009 0.001 -0.010
H 2.06381 1.67892 1.02881 0.007 0.000 0.001
H 2.87636 1.30255 -0.48075 -0.001 0.008 -0.005
H -4.20620 -1.43953 -7.79420 0.000 0.001 -0.001
H -4.98691 -0.04717 2.52589 -0.001 -0.001 -0.004
H -0.95909 -1.34595 -5.01663 0.000 -0.001 -0.001
H -1.59523 4.38327 -2.57603 0.003 0.004 -0.002
H -2.37584 -3.82996 1.98588 -0.002 0.003 -0.005

No. 2
70
Properties=species:S:1:pos:R:3:forces:R:3 method="wB97M-V/def2-TZVPD" homo_lumo_gap_ev=5.6 energy_ha=-2270.73169 charge=-1 homo_energy_ha=-0.1622 max_force_ha_per_bohr=0.01181
In -5.23324 -0.57912 -1.44689 -0.236 0.151 0.243
O 0.70009 1.83606 -0.28927 0.197 -0.012 0.017
O -0.09513 0.71260 -5.21037 0.116 0.040 -0.073
O 1.16115 0.43649 -3.49080 0.128 -0.051 0.082
O 1.60192 -3.36478 0.52118 0.063 0.048 0.085
O -2.53082 3.67296 -2.34391 0.031 0.107 0.239
O 3.58887 1.33294 6.43314 0.176 0.003 0.099
O -3.40221 5.02700 -0.92251 -0.127 0.116 0.063
O 4.34933 0.06204 0.79473 -0.064 0.034 -0.093
O 1.74854 -2.40237 3.98256 -0.028 -0.032 0.018
O -4.96982 -0.83793 -6.17370 -0.121 -0.012 -0.127
O 5.86525 -0.24762 2.28663 0.124 -0.016 0.031
O 0.50160 -5.12497 -0.02832 -0.010 -0.127 0.003
O -0.43189 0.54508 1.00689 -0.092 0.156 0.154
O 1.40029 -0.86797 5.44652 -0.018 0.062 0.125
O 1.76970 2.39105 5.99901 -0.040 0.122 -0.043
O -3.63884 -2.26621 -5.26143 0.030 -0.215 -0.083
N 0.68117 -4.14653 0.66072 -0.057 0.059 -0.066
N -2.64006 4.13571 -1.22273 0.105 0.030 -0.028
N -3.86870 -1.25663 -5.88570 0.046 0.080 0.080
N 5.49768 -0.11022 1.13818 -0.017 -0.006 0.050
N 0.27827 1.00994 -4.09187 -0.051 0.020 -0.009
N 0.45404 0.75304 0.21035 0.065 -0.319 0.019
N 2.48505 1.74381 6.72763 -0.120 -0.100 -0.043
N 1.96071 -1.30803 4.46410 0.033 -0.092 -0.104
C -1.75033 3.58737 -0.15597 -0.116 0.081 -0.148
C -2.15839 -0.25100 -1.79317 0.026 0.137 0.034
C -2.68732 -0.46477 -6.32387 -0.105 -0.007 0.076
C 1.94971 1.41136 8.07494 -0.007 -0.022 -0.045
C -0.29329 -3.87089 1.75528 0.050 -0.059 -0.100
C 1.30441 -0.41820 -0.14172 0.070 0.293 -0.092
C -3.24931 0.27226 -0.84633 0.354 -0.489 0.064
C -0.41170 2.14798 -3.42933 -0.007 -0.109 -0.114
C -1.81913 -1.73389 -1.58992 -0.205 -0.206 0.052
C 6.54505 -0.15793 0.08074 -0.050 -0.005 0.015
C 2.98824 -0.46642 3.79626 -0.036 0.086 0.095
H -1.94632 2.52069 -0.08172 0.009 -0.019 -0.014
H -0.27602 3.01633 -4.06851 0.001 -0.002 0.020
H -4.95909 -1.73900 -2.72140 0.128 -0.160 -0.160
H -2.08100 -1.11598 -6.94667 0.021 0.020 0.009
H -3.04403 0.40669 -6.85912 0.024 0.008 0.002
H -1.97694 4.11026 0.76472 -0.032 -0.002 0.003
H -1.91119 -2.01421 -0.52807 0.006 0.135 -0.170
H -2.97654 0.04031 0.19437 -0.057 0.083 -0.132
H 1.73055 2.35163 8.57192 0.002 -0.004 0.009
H 0.65853 -1.17341 -0.57743 -0.030 0.046 0.037
H -0.72091 -2.88827 1.57220 0.015 0.008 -0.022
H -3.33236 1.35523 -0.93976 -0.115 0.061 -0.057
H 2.07154 -0.08842 -0.83142 -0.034 -0.010 -0.018
H -2.13075 -0.19722 -5.43287 -0.035 -0.014 -0.034
H 3.06914 0.45811 4.35348 0.059 0.027 -0.077
H -1.20929 0.31894 -1.72602 -0.248 -0.039 0.001
H -1.03975 -4.65432 1.71578 -0.044 0.048 0.062
H -6.05495 -1.35989 -0.07629 0.017 0.049 0.022
H -0.80053 -1.99091 -1.91085 -0.143 0.079 -0.115
H 2.69650 0.82833 8.59896 -0.015 0.002 0.016
H 2.67019 -0.30506 2.77147 -0.015 -0.035 0.025
H 1.03164 0.85440 7.91216 0.014 -0.023 0.000
H -0.72563 3.75203 -0.47475 -0.076 -0.023 -0.005
H -6.13899 0.80127 -2.08753 -0.083 0.052 0.038
H -2.51337 -2.36760 -2.15303 0.071 0.075 0.175
H 6.05811 -0.02151 -0.87684 0.025 -0.002 -0.008
H -1.46710 1.89283 -3.37866 0.146 0.041 0.024
H 0.26850 -3.86284 2.68449 -0.019 0.029 0.011
H 3.91923 -1.02496 3.79876 -0.040 -0.001 -0.006
H 7.25441 0.63339 0.30321 0.001 0.004 -0.013
H -2.55465 -0.11222 -2.81516 0.410 -0.076 0.038
H 7.03285 -1.12451 0.16245 -0.002 -0.002 -0.012
H 1.71848 -0.76841 0.79728 0.015 -0.158 -0.072
H 0.02881 2.26612 -2.44626 -0.086 0.057 -0.050

No. 3
10
Properties=species:S:1:pos:R:3:forces:R:3 method="wB97M-V/def2-TZVPD" homo_lumo_gap_ev=10.2 smiles="O=C(NO)NS" energy_ha=-698.59642 homo_energy_ha=-0.3670 max_force_ha_per_bohr=0.07553 e_above_lowest_kj_mol=207.2
S 0.54221 -1.83657 -0.03157 -0.549 -1.259 2.344
O -1.35762 1.36020 0.54795 2.237 -1.460 -0.385
O 0.71317 2.06256 -0.74728 -2.541 -0.024 1.401
N 0.72960 0.73065 -0.20606 1.279 2.768 -1.541
N -0.82254 -0.84283 0.19381 1.063 0.892 -0.441
C -0.48977 0.48592 0.26344 -3.862 0.410 -0.024
H 1.03400 -1.48427 1.24080 0.174 -0.761 -1.405
H -1.60484 -0.99875 0.77318 -0.869 -1.191 0.674
H 0.94509 0.09582 -0.97185 0.426 0.233 0.274
H -0.30473 2.25996 -0.43737 2.642 0.392 -0.898

No. 4
85
Properties=species:S:1:pos:R:3:forces:R:3 method="wB97M-V/def2-TZVPD" homo_lumo_gap_ev="5.3 / 6.2" energy_ha=-2511.38244 spin_multiplicity=2 homo_energy_ha="-0.2986 / -0.3319" s_squared=0.754 max_force_ha_per_bohr=0.17743 e_above_lowest_kj_mol=0.0
P 3.15655 -1.62079 4.13545 -1.255 8.612 2.739
P -1.69294 4.43607 -4.65314 2.860 1.575 5.413
F -0.99301 -1.13601 0.13871 0.358 0.373 0.120
O -3.30050 4.66089 -4.34872 0.214 -0.805 -3.368
O -0.48398 4.35577 -5.76474 -2.919 -0.325 -1.821
O -1.34072 6.00200 -4.31469 -0.188 -0.002 -0.236
O 1.88307 -1.36155 -3.45239 0.118 0.310 -0.235
O -1.26811 3.48998 -3.59250 -0.295 0.004 -0.660
O -4.26191 -0.76176 1.34644 0.106 -0.401 0.145
O 2.53072 -2.25980 5.55650 1.065 -3.391 -1.476
O 3.77935 -1.20660 2.62912 0.529 -3.750 -0.737
O 4.55609 -1.23234 4.89339 0.195 -1.263 -0.271
O 2.14922 -0.49464 4.08680 -0.378 -0.753 -0.224
N -2.46284 -1.51890 2.56230 -1.551 0.531 1.471
N 1.07698 -0.67922 -2.72431 -0.370 -1.371 1.168
C 5.72349 -2.03806 4.64854 0.124 0.238 0.003
C -1.37321 -0.04533 -2.60612 0.132 -0.082 -0.177
C -1.72441 -1.11355 3.76970 0.463 0.040 -0.346
C 3.12464 -0.31236 -1.46677 -0.930 -0.017 0.407
C -2.04396 7.03276 -5.02208 0.162 -0.019 0.166
C -3.32212 -0.53261 2.08266 0.174 0.628 -0.367
C 4.06369 0.18509 2.45714 0.074 0.432 -0.088
C 0.83777 4.19588 -5.24935 0.425 -0.324 0.285
C 1.57666 -0.45939 -1.34541 1.772 0.872 0.950
C -1.82788 -3.70756 0.79934 0.281 -0.885 -0.118
C -3.63985 4.91195 -2.98369 -0.066 -0.112 0.533
C -0.15163 -2.12019 -0.38416 0.613 -0.844 -0.914
C 1.32030 -1.64777 -0.40860 -1.022 -0.443 -0.074
C -0.58397 -2.36385 -1.84327 0.306 0.444 0.977
C -3.13052 -2.80206 2.80462 0.978 -0.951 -0.623
C 2.04579 -1.33753 6.52826 -0.403 0.335 0.119
C -0.31674 -1.17525 -2.77864 -1.393 0.039 -1.753
C 1.09636 0.84293 -0.67879 0.211 -0.256 -0.077
C -0.34009 -3.38182 0.46646 -0.603 0.350 0.553
C -2.19814 -3.91996 2.28704 -0.749 0.310 0.098
C -3.02708 0.91872 2.46004 0.239 -0.154 -0.920
C -0.54576 -1.71195 -4.21557 -0.528 -0.116 0.579
H 3.48135 0.06490 -0.50705 0.110 0.168 -0.120
H 1.95092 -2.47365 -0.75179 -0.254 -0.181 -0.011
H 4.78689 0.26988 1.64506 0.000 -0.288 -0.014
H 1.00584 4.84926 -4.39434 -0.090 -0.030 0.013
H 0.09077 -4.24309 -0.04498 0.197 0.145 -0.072
H -1.33027 -4.00777 2.94505 0.137 -0.038 -0.173
H -0.05346 -3.24847 -2.20171 -0.027 0.012 -0.039
H -2.12386 -0.31648 -1.86644 0.193 0.238 0.275
H 6.16980 -2.29965 5.60564 -0.076 0.008 0.032
H 1.01893 3.15917 -4.97267 -0.093 0.031 0.112
H -1.65880 -2.55464 -1.82845 0.025 -0.133 -0.242
H -3.32471 -2.90550 3.87738 -0.031 -0.082 -0.023
H -1.96050 1.13692 2.43469 0.002 -0.023 0.357
H -2.90014 5.54370 -2.49479 0.072 -0.062 -0.061
H 0.02173 0.91434 -0.55541 -0.005 0.163 -0.200
H -1.92695 0.06227 -3.53935 0.121 0.105 -0.043
H -2.52355 -3.00146 0.34541 0.136 0.186 0.083
H 5.48925 -2.95396 4.10642 0.052 -0.006 -0.009
H 3.60420 -1.27094 -1.64100 0.051 0.078 -0.303
H 1.51898 4.47139 -6.05312 -0.196 0.046 -0.100
H -0.06888 -2.67473 -4.37887 0.308 0.182 -0.210
H 6.43958 -1.45929 4.06572 -0.021 -0.025 -0.045
H 4.49717 0.62222 3.35465 -0.108 -0.027 0.039
H -1.62369 -1.87620 -4.29474 0.035 -0.039 -0.110
H 1.98143 -1.88530 7.46877 0.101 -0.197 -0.126
H 2.72931 -0.49749 6.64598 -0.015 0.002 -0.096
H -2.02745 -4.66937 0.31864 -0.128 0.107 -0.144
H -2.77781 -4.84353 2.37072 0.247 -0.126 0.122
H -3.47776 1.19439 3.41129 0.137 -0.068 0.096
H -2.62137 6.64143 -5.85950 -0.011 0.046 -0.012
H 3.30420 0.39317 -2.27484 0.425 -0.034 0.061
H -2.72250 7.53863 -4.33482 -0.049 -0.007 -0.025
H -0.95074 -0.41238 3.46816 0.070 0.087 0.358
H -2.38327 -0.69119 4.53499 0.045 0.148 -0.060
H -3.73908 3.97050 -2.44740 0.128 -0.008 -0.020
H 1.05438 -0.97999 6.25995 0.076 0.099 -0.073
H -0.93087 0.92762 -2.41352 -0.087 -0.006 0.205
H 0.20279 -3.26605 1.41083 0.080 0.119 -0.066
H -4.60064 5.42543 -2.98838 0.021 -0.037 -0.202
H -0.26783 -0.96259 -4.95337 0.171 -0.125 -0.072
H -3.46642 1.52037 1.66659 -0.218 0.011 0.142
H -1.31780 7.75036 -5.39946 0.044 -0.030 0.016
H 1.63097 -1.43869 0.61832 0.103 0.318 -0.097
H -1.23118 -1.96480 4.23721 0.030 -0.138 -0.306
H 3.15550 0.71480 2.17825 -0.045 -0.035 0.165
H 1.52360 0.84704 0.32660 -0.037 -0.004 0.004
H -4.07780 -2.90419 2.28147 0.033 0.486 -0.133
H 1.53840 1.69242 -1.20135 -0.405 0.133 -0.114

No. 5
62
Properties=species:S:1:pos:R:3:forces:R:3 method="wB97M-V/def2-TZVPD" homo_lumo_gap_ev=4.5 energy_ha=-4025.64760 charge=+1 homo_energy_ha=-0.3651 max_force_ha_per_bohr=0.05595
Br -2.43243 -0.62185 -1.56041 -0.008 0.560 0.005
P -0.05624 1.93876 1.92144 -0.012 2.226 0.324
O 0.19695 -2.57323 2.52787 0.340 0.657 0.096
N -3.30887 4.55636 -1.50286 -0.014 -0.041 -0.062
N -2.56783 1.68191 0.24964 -0.717 -1.785 1.244
N 2.89745 -6.85774 0.24695 -0.008 0.126 -0.082
N -0.97906 0.43204 1.73097 -0.070 0.890 -2.735
N -3.29387 -0.09271 1.66684 -0.339 0.374 -0.134
N 1.82899 -2.78554 0.08775 -0.018 0.503 0.888
C 1.62900 1.88029 1.09811 1.358 -0.287 0.657
C 2.84729 1.58216 2.07177 0.217 0.106 -0.145
C 4.22636 -6.68672 -0.03805 0.072 0.012 0.001
C -4.11785 5.65905 -3.24670 -0.120 -0.153 0.034
C -0.80465 1.87497 -1.56692 -0.097 0.351 -0.185
C -0.59428 1.90823 -3.11707 -0.261 0.062 0.430
C 4.43331 -7.08209 -1.33465 0.087 0.100 0.140
C 2.25319 -7.35034 -0.85706 -0.051 -0.017 -0.048
C -4.37094 4.63903 -2.36630 -0.058 -0.046 -0.112
C 3.18244 -7.50238 -1.85392 -0.190 0.002 0.019
C -2.38591 5.51826 -1.81921 0.131 0.031 -0.066
C -2.20710 1.31173 -1.14520 1.392 1.484 -1.142
C 0.24689 2.02971 3.79121 -0.085 -1.467 -0.623
C 2.08017 -1.76292 1.13315 0.107 -0.128 0.153
C -0.26675 -0.68708 1.04633 -0.113 -2.427 1.010
C 0.81178 -1.39926 1.98290 -0.566 0.104 -0.939
C -2.86012 6.21593 -2.90034 0.148 -0.042 0.126
C -2.26712 0.67388 1.19376 1.154 0.393 0.110
H -1.47571 5.62126 -1.25060 -0.043 0.045 -0.018
H 0.13566 -0.43084 0.03912 -0.285 0.332 0.845
H 2.85528 -2.17513 1.81975 -0.503 0.452 -0.465
H 2.98548 -7.87414 -2.84660 0.006 0.006 0.046
H 0.04912 1.37413 -1.06091 -0.735 0.121 -0.343
H -4.76491 5.97171 -4.05025 0.021 -0.009 0.044
H -3.91155 0.34252 2.34437 -0.138 -0.356 -0.316
H -5.21006 3.96711 -2.27976 -0.005 0.071 -0.024
H 0.82904 2.94196 4.04658 -0.530 -0.624 -0.271
H 4.90653 -6.30169 0.70412 0.004 -0.053 -0.041
H 3.23883 2.53607 2.50427 -0.422 -0.800 -0.250
H -1.04000 -1.48240 0.86309 0.655 0.708 0.008
H -2.94345 1.84155 -1.79896 0.449 -0.608 0.655
H 3.70387 1.11212 1.52934 -0.745 0.397 0.290
H 2.58965 0.90338 2.91137 0.135 0.431 -0.565
H -2.35965 7.03685 -3.38792 -0.027 -0.025 0.032
H 0.85606 -2.78375 -0.21110 0.308 -0.273 -0.114
H -0.10470 -3.11830 1.79135 0.210 -0.112 0.073
H -0.76438 2.01099 4.25542 0.748 0.329 -0.250
H 5.37847 -7.06994 -1.85309 -0.036 -0.005 0.029
H 0.77144 1.10469 4.12725 -0.207 0.850 0.053
H -3.22132 3.89582 -0.75376 0.028 0.218 0.131
H -3.58736 1.77629 0.24397 0.283 -0.141 0.219
H 1.80927 2.91381 0.70467 -0.552 -0.826 0.208
H -0.79746 2.93579 -1.20151 -0.099 -0.858 -0.177
H 1.02567 -0.74500 2.85690 0.092 -0.468 -0.671
H -1.43777 2.45991 -3.59005 0.480 -0.408 0.256
H -3.38710 -1.06704 1.41043 0.168 0.106 0.446
H 1.19425 -7.55033 -0.83682 0.053 -0.041 -0.019
H 2.50597 -0.87335 0.61675 -0.346 -0.327 0.630
H 1.70298 1.20483 0.21951 -0.365 0.358 0.595
H 2.46306 -6.65401 1.12823 0.038 -0.106 0.007
H -0.54920 0.87892 -3.53466 0.097 0.747 0.170
H 2.10258 -3.68969 0.45797 -0.368 -0.054 -0.380
H 0.33060 2.48541 -3.35848 -0.647 -0.663 0.206

No. 6
14
Properties=species:S:1:pos:R:3:forces:R:3 method="wB97M-V/def2-TZVPD" homo_lumo_gap_ev=11.9 smiles=CC[C@@]1(C#N)CO1 energy_ha=-324.64025 homo_energy_ha=-0.4059 max_force_ha_per_bohr=0.03009 e_above_lowest_kj_mol=221.1
O -1.25230 0.46084 -1.44446 -0.142 0.290 -0.009
N 1.35624 -1.45192 -1.87518 0.040 0.665 0.759
C -1.67258 -0.78038 -0.90466 -0.175 -0.039 0.176
C -0.12482 0.62706 0.84355 -0.123 -0.458 -0.726
C 0.75234 -0.78174 -1.15151 -0.332 -0.957 -1.170
C 1.39483 0.67250 1.10670 0.330 -0.422 -0.684
C -0.39673 -0.14286 -0.49288 0.098 0.168 0.532
H 1.81599 1.68581 1.06795 -0.229 -0.282 0.057
H 1.86617 0.08537 0.26745 0.098 0.732 1.197
H -1.69142 -1.60860 -1.62124 0.207 0.221 0.353
H -2.51081 -0.74009 -0.21246 0.062 0.108 -0.049
H 1.69171 0.20089 2.05023 -0.142 0.142 -0.217
H -0.54990 1.62989 0.70591 0.102 -0.278 0.037
H -0.67872 0.14323 1.66060 0.208 0.110 -0.257